Record 1
{"formula": "C3H4N2O2S", "method": "ωB97M-V/def2-TZVPD", "species": ["H", "N", "H", "S", "O", "N", "C", "O", "C", "H", "C", "H"], "positions_angstrom": [[1.21118, 0.88950, 2.61927], [1.74273, 0.63766, 0.50452], [-2.13930, -0.37796, 1.33875], [-1.41519, -0.67648, -1.21239], [-1.39724, -0.05315, 1.93725], [-0.19783, -0.09015, -0.14901], [-0.29053, 0.15300, 1.21601], [1.45443, 0.10273, -1.77335], [0.90455, 0.60078, 1.63379], [2.71263, 0.89963, 0.47478], [1.07636, 0.21239, -0.61916], [-0.55557, -0.61366, -2.21820]], "e_above_lowest_kcal_mol": 26.80, "smiles": "O=c1[nH]cc(O)n1S", "homo_energy_ev": -7.839, "gap_ev": 8.3, "e_lumo_ev": 0.4}

---

Record 2
{"formula": "C2H3F2N", "method": "ωB97M-V/def2-TZVPD", "species": ["H", "N", "H", "F", "C", "F", "C", "H"], "positions_angstrom": [[0.73680, -0.24408, -1.47337], [-0.24792, 1.08924, 0.27574], [-0.25807, -0.56159, 1.47738], [-1.55484, -0.90443, -0.08742], [-0.45530, -0.30222, 0.47175], [1.95494, -0.19344, 0.14159], [0.78348, -0.36001, -0.43940], [-0.95909, 1.47653, -0.36628]], "e_above_lowest_kcal_mol": 41.36, "homo_energy_ev": -9.591, "gap_ev": 10.3, "e_lumo_ev": 0.7}

---

Record 3
{"formula": "H8O4", "method": "ωB97M-V/def2-TZVPD", "species": ["H", "H", "H", "O", "H", "O", "H", "O", "H", "H", "H", "O"], "positions_angstrom": [[11.36200, 9.68900, 15.74100], [11.01100, 8.30200, 17.92000], [16.78100, 9.07900, 14.54300], [14.43800, 8.87000, 16.64900], [15.64900, 8.54500, 15.31200], [16.22500, 8.35700, 14.56900], [13.47900, 9.11700, 16.58300], [11.86700, 8.89300, 15.89800], [11.60000, 8.44000, 15.13900], [14.70100, 8.72100, 17.57500], [11.54600, 6.98000, 18.90600], [10.92900, 7.76100, 18.70900]], "e_above_lowest_kcal_mol": 27.78, "smiles": "O.O.O.O", "homo_energy_ev": -10.653, "gap_ev": 10.9, "e_lumo_ev": 0.2}

---

Record 4
{"formula": "C5H22NO4", "method": "ωB97M-V/def2-TZVPD", "species": ["H", "O", "C", "O", "C", "H", "O", "H", "H", "H", "H", "N", "O", "H", "H", "C", "H", "H", "H", "H", "H", "C", "H", "H", "C", "H", "H", "H", "H", "H", "H", "H"], "positions_angstrom": [[-0.79637, 0.96643, 1.27773], [-0.86623, 0.87489, -3.77178], [1.20884, -1.69885, 1.36894], [1.86624, 1.47376, -0.48056], [1.13085, -0.14257, 1.60373], [2.14182, -2.00940, 0.94963], [-2.66790, 2.26580, 0.73438], [-1.47565, 2.07192, -0.44686], [-0.66302, -0.09293, 2.80433], [-2.95398, 1.49067, 1.22444], [-0.86782, -2.37051, 1.51779], [0.40591, -0.93300, -1.27587], [-0.92070, 1.63695, -1.15422], [0.07176, -3.64582, 0.81083], [1.10258, 2.06757, -0.48392], [-0.01225, -2.51365, 0.81927], [0.14394, -0.80203, -2.30591], [-2.76818, 2.85212, 1.47357], [0.15415, 1.70830, 2.50554], [-1.32232, -1.98200, -0.91088], [0.15536, 0.69886, -3.97599], [-0.24785, -2.14289, -0.66602], [0.32657, -2.98306, -1.41274], [0.30624, -0.03346, -0.65180], [-0.14107, 0.62143, 2.12675], [1.48942, -1.02681, -1.14942], [2.88715, 1.90223, -0.48726], [-1.51533, 1.44723, -1.80216], [-0.91440, 1.92373, -3.83464], [1.45669, 0.32113, 0.75622], [1.27473, -1.97830, 2.53050], [2.01081, 0.03226, 2.30640]], "e_above_lowest_kcal_mol": 110.98, "total_charge": 1, "homo_energy_ev": -13.438, "gap_ev": 10.4, "e_lumo_ev": -3.0}